No. 1
42
Properties=species:S:1:pos:R:3:forces:R:3 method="wB97M-V/def2-TZVPD" total_charge=0 homo_ev=-8.645 smiles=CO[C@@H](CNC[C@H](C)F)C[C@@H]1CO1.c1ccncc1 lumo_ha=0.033 largest_force_ev_per_a=5.6 multiplicity=1
C -0.4174 0.1509 -2.3288 -0.46 -0.82 -1.59
O 0.3785 1.3445 -2.2811 -0.60 -0.97 1.65
C 0.5556 1.7955 -0.9043 0.09 1.88 -0.81
C 2.0393 2.3681 -0.8159 -0.10 -0.30 -0.73
N 2.7568 2.0766 0.4369 -0.29 -0.12 -0.42
C 2.9077 0.6286 0.7011 0.23 -0.46 0.72
C 2.1509 0.1652 2.0325 1.26 0.51 -0.34
C 3.0558 0.3292 3.3439 -0.94 -0.28 -0.36
F 1.8615 -1.2296 1.8547 -0.09 1.39 0.41
C -0.4593 3.0179 -0.6830 -2.24 -2.15 1.95
C -1.7969 2.4083 0.1379 0.49 3.05 2.00
C -2.4591 3.4756 1.2214 1.77 -5.28 0.64
O -1.5987 2.1833 1.5928 -0.66 -0.03 -3.64
H -0.8534 0.1008 -3.3824 0.49 0.10 1.37
H 0.1965 -0.8070 -2.2280 -0.62 1.26 0.26
H -1.2918 0.1334 -1.6162 1.02 0.12 -0.56
H 0.3371 0.9741 -0.1531 0.45 0.87 -0.90
H 2.6221 1.9004 -1.6729 -0.69 0.46 1.06
H 2.0068 3.4826 -1.0543 0.17 -1.36 0.60
H 2.3986 2.5966 1.2394 0.02 -0.31 -0.38
H 2.5168 0.0185 -0.1652 0.28 0.68 0.93
H 4.0192 0.3832 0.8025 -1.39 0.17 -0.06
H 1.2063 0.7830 2.1457 0.75 -1.14 -0.25
H 3.8920 1.0739 3.1740 -0.96 -0.96 0.20
H 2.3985 0.6812 4.2047 0.98 -0.49 -1.02
H 3.4489 -0.7085 3.5809 -0.23 1.39 -0.22
H -0.8683 3.4415 -1.6418 0.83 -0.39 0.88
H -0.0591 3.8030 0.0188 -0.28 -0.77 -0.89
H -2.5355 1.7179 -0.4542 1.40 1.31 1.47
H -3.4382 3.0325 1.5874 0.85 1.86 -0.50
H -1.7660 4.0824 1.8669 -1.55 0.70 -1.47
C -1.7629 -5.0970 -0.3761 0.03 -0.09 0.06
C -2.1838 -5.1838 -1.6937 0.03 0.01 0.09
C -2.5778 -4.0203 -2.3339 -0.07 0.51 0.04
N -2.5803 -2.8115 -1.7541 0.22 -0.44 0.35
C -2.1699 -2.7551 -0.4773 -0.18 0.11 -0.51
C -1.7535 -3.8596 0.2484 -0.01 -0.06 -0.02
H -1.4456 -5.9847 0.1590 -0.01 0.04 -0.02
H -2.2055 -6.1333 -2.2129 -0.01 0.05 -0.01
H -2.9122 -4.0376 -3.3657 0.01 -0.06 0.02
H -2.1830 -1.7662 -0.0303 0.04 -0.05 0.07
H -1.4306 -3.7542 1.2761 -0.01 0.04 -0.05

No. 2
16
Properties=species:S:1:pos:R:3:forces:R:3 method="wB97M-V/def2-TZVPD" total_charge=0 homo_ev=-11.601 smiles=CC.CC lumo_ha=0.041 largest_force_ev_per_a=1.9 multiplicity=1
C 1.6990 -0.1463 -0.3549 -0.33 -0.57 -0.37
C 2.8516 0.1172 -1.2896 0.83 1.21 -1.24
H 0.9234 -0.5799 -0.9920 -0.14 -0.36 0.47
H 1.9788 -0.8256 0.4514 -0.08 -0.22 -0.18
H 1.2119 0.6871 0.1374 0.39 0.58 -0.18
H 3.2521 -0.7634 -1.7946 -0.02 -0.38 0.60
H 2.5952 0.7174 -2.1798 -0.54 0.05 0.42
H 3.6938 0.6914 -0.8961 -0.01 -0.31 0.45
C -1.5815 -0.0997 0.5249 -0.31 0.05 -0.44
C -2.9575 0.0838 1.1487 -0.01 0.58 0.50
H -1.0313 -0.9292 0.9589 0.06 -0.11 -0.09
H -1.6262 -0.2100 -0.5599 -0.12 -0.32 0.01
H -1.0051 0.8090 0.6477 0.22 0.13 0.37
H -3.7714 -0.5524 0.8078 0.28 -0.33 -0.14
H -3.2868 1.1048 0.9772 -0.17 0.17 -0.14
H -2.8895 0.0021 2.2366 -0.06 -0.16 -0.04

No. 3
30
Properties=species:S:1:pos:R:3:forces:R:3 method="wB97M-V/def2-TZVPD" total_charge=+1 s2=0.755 homo_ev="-13.728 / -13.728" lumo_ha="-0.109 / -0.274" largest_force_ev_per_a=1.7 multiplicity=2
C -0.2885 0.4271 2.0159 0.53 -0.21 -0.05
C 0.1186 -0.8070 1.1711 -0.10 0.53 -0.74
C -0.4844 -0.7303 -0.2527 0.65 -0.73 0.56
C -1.9713 -1.1335 -0.2095 0.32 0.38 -1.51
C -2.8258 -0.4580 -1.2927 1.51 0.22 -0.77
N 1.5581 -0.9596 1.0066 -0.66 0.76 0.39
C 2.5571 -0.6990 2.0432 1.43 -0.53 -0.05
N 2.5116 0.6747 2.3378 0.05 0.39 0.25
H -1.3601 0.4672 1.9861 -0.55 0.07 0.08
H 0.0439 0.3369 3.0492 -0.08 0.04 -0.11
H 0.1248 1.3253 1.5645 -0.03 0.03 0.06
H -0.3240 -1.6518 1.7094 0.51 -0.41 0.02
H -0.1941 0.2392 -0.6664 -0.65 0.26 0.01
H 0.0908 -1.4410 -0.8620 -0.32 -0.08 -0.09
H -2.3435 -0.9212 0.7821 -0.40 -0.24 0.18
H -2.0080 -2.1851 -0.4817 -0.08 -0.33 0.84
H -2.4337 0.5433 -1.4669 -0.93 0.70 0.75
H -2.5473 -0.8200 -2.2900 -0.29 -0.81 0.19
H -3.8926 -0.5803 -1.1516 -0.03 0.39 0.05
H 1.8609 -0.8042 0.0431 0.09 -0.28 0.11
H 3.5514 -1.0409 1.7298 -0.29 0.00 -0.62
H 2.3820 -1.3247 2.8979 -0.63 -0.08 0.57
H 2.9474 1.3128 1.6912 0.18 -0.11 0.05
H 2.6149 0.9336 3.3094 -0.24 0.05 -0.17
H -0.7181 2.1398 -1.9683 0.16 0.18 -0.08
H -1.7256 2.4250 -3.0360 0.02 0.29 -0.06
O -1.1765 2.8798 -2.3838 -0.10 -0.45 0.04
H 1.4656 -0.1469 -3.6948 -0.22 0.09 -0.09
H 1.5219 1.3366 -3.9786 -0.18 0.15 -0.02
O 0.9445 0.6623 -3.6024 0.36 -0.26 0.21

No. 4
18
Properties=species:S:1:pos:R:3:forces:R:3 method="wB97M-V/def2-TZVPD" total_charge=0 homo_ev=-9.106 smiles="C/C=C/C.NN=C=O" lumo_ha=0.022 largest_force_ev_per_a=4.2 multiplicity=1
C 0.1125 1.2994 1.1957 -1.40 1.74 -2.91
C -0.4654 0.1002 0.5131 -0.01 -0.17 0.25
C -0.9684 -0.9653 1.1188 -0.87 -0.83 -1.02
C -1.7156 -2.0741 0.2835 2.64 3.16 0.55
H 0.6674 1.8756 0.4215 -0.34 -0.19 0.53
H 0.8165 1.0786 1.8947 1.78 -0.77 2.37
H -0.6563 1.9931 1.5955 0.35 -0.52 -0.07
H -0.4627 0.1047 -0.5868 -0.16 0.06 0.57
H -1.0313 -1.0899 2.1955 0.28 0.28 0.07
H -1.7436 -1.5257 -0.7052 -1.22 -1.38 0.88
H -2.5246 -2.2838 0.9560 -1.14 -0.46 -0.85
H -1.0126 -2.8758 0.2202 0.06 -1.00 -0.17
N 1.2983 2.4065 -2.0173 -2.80 0.93 2.31
N 0.1084 1.8830 -2.6497 1.68 1.16 0.42
C -0.4452 0.8350 -2.8557 0.97 2.37 0.34
O -1.2437 0.0921 -3.2069 -1.37 -2.44 -0.56
H 1.8391 2.8593 -2.7057 0.62 0.34 -1.42
H 0.9101 3.2641 -1.4451 0.93 -2.26 -1.26

No. 5
51
Properties=species:S:1:pos:R:3:forces:R:3 method="wB97M-V/def2-TZVPD" total_charge=-1 homo_ev=-6.306 lumo_ha=0.080 largest_force_ev_per_a=8.5 multiplicity=1
O -2.2497 -1.9995 3.2466 -1.31 -0.65 3.91
C -2.0172 -2.2460 2.1153 0.79 2.51 -0.06
C -1.3213 -1.1556 1.4497 3.77 0.76 -2.58
N -1.4883 -1.2230 -0.0454 -0.13 2.37 2.48
C -1.0002 0.1492 -0.6450 0.30 -3.29 1.47
O 0.2952 0.4915 -0.4829 0.59 -1.00 -0.75
H -2.3646 -3.1342 1.6731 -0.28 -1.52 -1.17
H -0.1784 -1.1484 1.7442 -1.61 -0.84 -0.49
H -1.4752 -0.1290 1.9047 -0.88 -1.50 -1.21
H -0.9404 -1.9662 -0.4167 0.64 -0.50 -0.26
H -1.6180 0.7865 -0.0650 -1.25 1.15 -0.42
H -1.2509 -0.2414 -1.6069 -0.54 1.53 -1.72
H 3.8979 -1.7066 -1.5521 1.98 -0.01 -1.36
H 2.4712 -1.8533 -1.3148 2.04 1.87 1.75
O 3.4165 -1.6520 -0.7575 -3.82 -0.80 -1.20
H -1.6258 1.9776 -2.3989 0.52 1.18 -0.67
H -1.0814 3.5207 -2.8714 -2.04 -2.81 1.26
O -1.8772 2.9144 -2.5668 1.31 1.38 -0.85
H 0.2839 -0.4381 -3.2730 0.41 -0.89 0.01
H 0.7777 0.4575 -4.3675 3.26 0.42 -2.85
O 0.1221 0.3529 -3.7708 -4.06 0.97 1.90
H 3.2320 0.0647 0.2852 -0.45 0.15 -0.22
H 1.8027 0.7828 0.3249 1.02 -0.47 0.50
O 2.7037 0.6989 0.7954 -0.86 0.69 -1.67
H -2.7121 3.2024 -0.8649 -0.01 -1.71 -5.43
H -1.9927 3.7291 0.1426 7.58 2.67 2.06
O -2.7884 3.4666 -0.0231 -7.60 -0.90 3.60
H -4.1972 1.3800 0.5121 -0.29 0.18 -0.48
H -4.0783 -0.0658 0.1137 -1.17 1.81 -1.04
O -4.5553 0.7923 -0.1800 1.56 -1.98 1.47
H 1.6103 2.6071 -1.5305 1.78 -0.39 0.19
H 0.3119 1.9817 -1.3778 -2.44 -5.77 1.92
O 0.6945 2.7360 -1.6000 1.29 7.07 -2.20
H 2.9171 -2.7255 0.2350 -0.85 -1.88 2.97
H 2.6880 -2.6995 1.7648 0.36 1.82 2.44
O 2.5218 -3.2817 1.0788 0.46 -0.36 -4.83
H -2.1489 1.6824 2.6841 -0.46 -1.06 0.74
H -2.1863 0.1749 3.4333 -1.79 2.98 -0.99
O -2.7471 1.0184 3.1103 1.87 -1.64 0.70
H 1.2529 -3.9316 -1.2936 -0.97 -0.38 0.08
H -0.2007 -3.8242 -0.7994 -0.26 -0.13 0.79
O 0.3140 -3.9605 -1.5852 1.34 0.12 -0.51
H 2.1736 -0.2120 2.2129 -2.04 0.15 -1.88
H 3.4501 -0.0851 2.6218 0.36 0.13 0.93
O 2.5873 -0.2107 3.0394 1.67 -0.77 2.31
H 0.7820 -2.0739 -1.7863 -1.71 -1.82 0.82
H 0.8420 -0.4270 -1.6301 0.41 -1.13 0.75
O 1.1268 -1.3129 -2.1816 1.57 2.34 -0.19
H 2.4010 2.2422 2.2044 -1.07 1.22 0.52
H 1.5691 3.4832 1.7469 0.16 -0.34 0.30
O 1.8501 3.0109 2.5478 0.84 -0.91 -0.86

No. 6
13
Properties=species:S:1:pos:R:3:forces:R:3 method="wB97M-V/def2-TZVPD" total_charge=0 homo_ev="-8.025 / -8.024" lumo_ha="-0.014 / -0.014" largest_force_ev_per_a=6.4 multiplicity=1
C -0.3518 0.4738 -0.3299 0.72 -5.27 -3.50
C 0.2090 0.2873 0.9841 -1.61 3.58 0.27
C -0.4510 1.8178 1.1372 0.97 -0.67 4.46
C 0.4968 -2.1337 -1.4504 -0.03 0.49 -1.30
N -0.1853 -1.4630 -0.6549 -0.22 1.15 1.68
O -1.6004 2.0615 1.4117 0.57 -0.27 -1.05
H 0.3116 0.8390 -1.1122 -0.16 0.42 0.25
H -1.4089 0.5524 -0.5557 0.15 0.12 0.55
H 0.3549 2.5041 1.4527 -0.07 0.70 -1.00
H 1.2862 0.3987 1.0663 -0.11 -0.18 -0.15
H -0.2456 -0.3852 1.6994 -0.30 -0.08 -0.30
H 0.6690 -1.8517 -2.5018 0.48 0.15 0.12
H 0.9155 -3.1009 -1.1467 -0.38 -0.14 -0.02

ΔE to the lowest compared entry with this formula, charge and spin? In order: 2.690; 0.285; 0.000; 3.563; 6.120; 5.830 eV.